A cluster of 2 separate species, C3H8O in total in a non-equilibrium geometry. Source: the OMol25 dataset; level of theory: ωB97M-V with the def2-TZVPD basis set.

Last column: Löwdin charge in e.
CARTESIAN COORDINATES (ANGSTROEM)
C: -1.63594 1.19853 -0.06674  0.03
C: -0.32327 1.24266 0.14561  -0.32
O: 0.26994 1.22267 1.37493  -0.02
H: -1.95822 1.27378 -1.09334  0.05
H: -2.34036 1.22051 0.74957  0.06
H: 0.33706 1.35238 -0.70769  0.10
H: 0.63710 0.37345 1.55535  0.06
C: 1.02036 -1.59595 -0.39514  -0.05
H: 0.07735 -1.60679 0.15511  0.02
H: 0.77857 -1.22492 -1.38931  0.02
H: 1.67891 -0.86809 0.06984  0.01
H: 1.45849 -2.58823 -0.39820  0.02

## Properties
gap between HOMO and LUMO	10.6	eV
ΔE to the lowest compared entry with this formula, charge and spin	109.8	kJ/mol
max |F|	1.27	eV Å⁻¹
LUMO level	0.92	eV
HOMO energy	-0.356	hartree
net charge	0

A structure of composition C8H14HoN2P in a non-equilibrium geometry. Source: the OMol25 dataset; level of theory: ωB97M-V with the def2-TZVPD basis set.

Last column: Löwdin charge in e.
CARTESIAN COORDINATES (ANGSTROEM)
C: 2.24807 -2.72471 -1.67683  -0.25
C: 2.99456 -1.50925 -1.52232  -0.24
C: 3.23503 -1.30818 -0.11508  -0.24
C: 2.60582 -2.39024 0.60591  -0.25
C: 1.99410 -3.26728 -0.35286  -0.25
Ho: 0.77488 -1.10333 -0.46181  0.91
P: -1.56053 -1.58798 -1.91567  0.59
H: 1.98396 -3.20090 -2.61604  0.09
H: 3.39802 -0.90597 -2.32613  0.09
H: 3.86450 -0.53934 0.31861  0.09
H: 1.50791 -4.21253 -0.14055  0.09
H: 2.67002 -2.56034 1.67385  0.09
H: -2.37994 -2.73890 -1.64921  -0.13
H: -1.62662 -1.58338 -3.35053  -0.13
H: -2.56459 -0.58614 -1.67703  -0.15
C: -2.87882 2.27503 1.99894  -0.05
N: -1.61823 2.51572 1.24812  -0.22
C: -1.08741 3.89040 1.07625  -0.04
C: -0.92628 1.52499 0.80380  -0.37
N: -0.19630 0.67386 0.42123  -0.12
H: -3.27408 3.23227 2.34450  0.07
H: -2.68964 1.62365 2.86533  0.08
H: -3.62136 1.78265 1.35351  0.08
H: -0.08436 3.96811 1.52232  0.09
H: -1.00825 4.13554 0.00664  0.08
H: -1.76045 4.59626 1.56503  0.07

## Properties
gap between HOMO and LUMO (alpha / beta)	3.7 / 4.5	eV
ΔE to the lowest compared entry with this formula, charge and spin	0.0	kJ/mol
max |F|	1.74	eV Å⁻¹
LUMO level (alpha / beta)	0.34 / 0.19	eV
HOMO energy (alpha / beta)	-0.122 / -0.160	hartree
net charge	0
2S+1	5

The molecule C20H26N4O3S in a non-equilibrium geometry. Source: the OMol25 dataset; level of theory: ωB97M-V with the def2-TZVPD basis set.

Last column: Löwdin charge in e.
CARTESIAN COORDINATES (ANGSTROEM)
C: -2.26075 1.13845 -2.73496  -0.07
C: -1.84439 -0.03425 -1.84324  -0.19
C: -2.97479 -0.47018 -0.95400  -0.16
C: -4.08948 -1.08143 -1.52296  -0.03
C: -5.17401 -1.46714 -0.76032  -0.07
C: -5.17182 -1.24671 0.60752  -0.07
C: -4.07276 -0.65356 1.19640  -0.02
C: -2.97650 -0.27683 0.42661  -0.19
N: -1.87170 0.33188 1.09630  0.02
C: -1.92506 1.77734 1.27703  -0.01
C: -1.04303 2.56292 0.28729  -0.47
O: -1.52535 3.33849 -0.51339  0.05
N: 0.26337 2.31111 0.42271  0.11
C: 1.29310 2.93300 -0.39061  -0.39
C: 2.49035 3.25522 0.49453  -0.05
C: 1.68654 2.00888 -1.54325  -0.03
C: -0.89315 -0.36512 1.68616  -0.43
O: 0.03473 0.20036 2.26850  0.01
C: -0.93386 -1.87913 1.62163  -0.07
C: -0.37161 -2.46173 0.32324  -0.06
C: 1.05566 -2.12452 -0.06940  -0.47
O: 1.54496 -2.59510 -1.07906  -0.02
N: 1.76591 -1.29181 0.73517  0.14
C: 3.04056 -0.90735 0.40376  -0.60
N: 3.71152 -0.03975 1.08461  0.04
C: 4.93581 0.16090 0.53606  -0.26
C: 5.19795 -0.56138 -0.58015  -0.39
S: 3.84980 -1.55934 -0.99760  1.09
H: -2.43516 2.03050 -2.13945  0.06
H: -1.47162 1.35593 -3.45077  0.07
H: -3.16834 0.90280 -3.28500  0.07
H: -0.97853 0.25955 -1.24751  0.09
H: -1.54895 -0.87185 -2.48235  0.12
H: -4.09666 -1.25642 -2.58862  0.12
H: -6.02359 -1.93797 -1.23087  0.11
H: -6.01799 -1.53679 1.21095  0.10
H: -4.04882 -0.47676 2.26232  0.13
H: -2.95770 2.10267 1.14323  0.14
H: -1.58903 2.00909 2.29308  0.14
H: 0.56857 1.67734 1.15354  0.11
H: 0.85613 3.85065 -0.80034  0.14
H: 2.19521 3.90982 1.31102  0.08
H: 2.90405 2.33827 0.91097  0.05
H: 3.26188 3.75225 -0.08688  0.08
H: 2.07098 1.06667 -1.15949  0.06
H: 0.82547 1.80716 -2.17510  0.07
H: 2.45844 2.47539 -2.14880  0.08
H: -1.96290 -2.22597 1.72926  0.12
H: -0.35206 -2.24659 2.47048  0.13
H: -0.41739 -3.55301 0.38144  0.14
H: -1.00204 -2.17442 -0.52058  0.11
H: 1.36583 -0.82579 1.55288  0.11
H: 5.59730 0.86274 1.01016  0.10
H: 6.08708 -0.56362 -1.17573  0.05

## Properties
gap between HOMO and LUMO	9.1	eV
ΔE to the lowest compared entry with this formula, charge and spin	0.0	kJ/mol
max |F|	1.07	eV Å⁻¹
LUMO level	0.58	eV
HOMO energy	-0.313	hartree
net charge	0

Molecular weight readings, ordered: 60.1, 334.1, 402.5 g/mol